(1)
C87H191N4O9P3 | ωB97M-V/def2-TZVPD

Geometry as XYZ:
```
294
Properties=species:S:1:pos:R:3
C 0.821 0.218 -2.225
C 1.459 1.021 -1.057
C 2.049 -0.071 -0.147
C 2.657 0.517 1.191
N 3.133 -0.492 2.256
C 4.023 0.211 3.263
C 4.761 -0.924 3.977
C 4.828 -2.096 2.959
C 4.050 -1.608 1.717
C 1.923 -1.149 2.903
H -0.016 -0.459 -2.055
H 1.573 -0.380 -2.740
H 0.442 0.921 -2.967
H 0.754 1.597 -0.457
H 2.226 1.716 -1.399
H 2.828 -0.638 -0.657
H 1.213 -0.741 0.053
H 2.019 1.229 1.716
H 3.504 1.174 0.991
H 3.448 0.868 3.916
H 4.620 0.866 2.628
H 4.201 -1.112 4.893
H 5.802 -0.679 4.187
H 4.303 -2.927 3.430
H 5.831 -2.503 2.834
H 3.472 -2.388 1.222
H 4.747 -1.084 1.062
H 1.447 -0.270 3.338
H 2.384 -1.639 3.761
H 1.369 -1.821 2.248
C 3.059 0.443 8.260
C 1.878 1.121 8.911
C 0.501 0.983 8.165
C 0.018 -0.532 8.033
N -1.051 -0.780 6.903
C -1.422 -2.304 6.793
C -1.104 -2.716 5.398
C -1.163 -1.474 4.517
C -0.501 -0.495 5.479
C -2.342 0.137 7.153
H 2.906 -0.600 8.537
H 3.941 0.874 8.734
H 3.097 0.586 7.180
H 2.086 2.165 9.145
H 1.764 0.538 9.825
H 0.486 1.537 7.227
H -0.273 1.514 8.719
H -0.609 -0.711 8.906
H 0.807 -1.282 7.969
H -2.496 -2.435 6.924
H -0.943 -2.925 7.550
H -1.768 -3.517 5.071
H -0.070 -3.052 5.325
H -2.165 -1.124 4.268
H -0.639 -1.494 3.562
H -0.749 0.514 5.150
H 0.587 -0.548 5.516
H -2.029 1.121 7.500
H -3.064 -0.340 7.815
H -2.950 0.290 6.261
C 10.135 -2.386 1.372
C 9.150 -1.224 1.367
C 9.690 -0.014 2.214
C 8.581 1.062 2.690
N 9.278 2.371 3.286
C 8.143 3.238 3.997
C 8.029 4.533 3.157
C 9.414 4.689 2.612
C 9.894 3.288 2.183
C 10.353 2.145 4.374
H 10.227 -2.761 2.391
H 11.160 -2.058 1.196
H 9.806 -3.139 0.656
H 8.235 -1.655 1.772
H 8.935 -0.937 0.338
H 10.407 0.598 1.667
H 10.153 -0.364 3.136
H 7.810 0.694 3.367
H 7.969 1.464 1.883
H 8.353 3.412 5.052
H 7.212 2.721 3.765
H 7.807 5.398 3.780
H 7.158 4.455 2.506
H 10.197 5.076 3.264
H 9.232 5.341 1.758
H 10.978 3.242 2.285
H 9.480 2.999 1.217
H 11.204 1.759 3.812
H 9.999 1.392 5.079
H 10.593 3.125 4.786
C 5.611 -1.868 -1.738
C 5.580 -2.776 -2.991
C 4.087 -3.102 -3.420
C 3.547 -4.397 -2.805
N 2.018 -4.651 -3.244
C 1.593 -5.954 -2.644
C 0.695 -6.735 -3.691
C 0.552 -5.732 -4.866
C 1.837 -4.850 -4.770
C 1.154 -3.539 -2.642
H 5.225 -2.435 -0.891
H 5.053 -0.932 -1.759
H 6.604 -1.534 -1.438
H 6.108 -3.714 -2.820
H 6.055 -2.214 -3.795
H 4.079 -3.358 -4.480
H 3.518 -2.179 -3.315
H 3.577 -4.282 -1.721
H 4.268 -5.163 -3.091
H 0.957 -5.777 -1.776
H 2.489 -6.488 -2.328
H -0.308 -7.028 -3.382
H 1.193 -7.615 -4.098
H -0.409 -5.222 -4.929
H 0.827 -6.362 -5.713
H 1.756 -3.873 -5.247
H 2.751 -5.328 -5.122
H 1.236 -2.562 -3.119
H 1.548 -3.387 -1.637
H 0.150 -3.890 -2.403
C -4.394 0.442 -12.757
C -4.139 1.773 -11.963
C -3.884 1.549 -10.453
C -3.318 2.708 -9.613
P -1.548 2.585 -9.000
C -1.236 0.824 -8.295
C -2.138 0.390 -7.084
C -1.415 -0.541 -6.141
C -1.115 -1.894 -6.816
C -0.312 2.920 -10.246
C -0.171 1.691 -11.305
C 1.049 1.886 -12.291
C 2.376 1.276 -11.725
C -1.376 3.695 -7.582
C -0.043 3.497 -6.835
C -0.032 4.233 -5.402
C -1.002 3.692 -4.275
H -3.436 0.039 -13.087
H -5.025 0.579 -13.635
H -4.817 -0.326 -12.109
H -4.969 2.435 -12.208
H -3.118 2.055 -12.220
H -3.320 0.620 -10.378
H -4.877 1.390 -10.033
H -4.010 2.978 -8.815
H -3.327 3.634 -10.188
H -1.304 0.021 -9.029
H -0.163 0.831 -8.104
H -2.987 -0.158 -7.494
H -2.563 1.197 -6.488
H -1.880 -0.695 -5.168
H -0.411 -0.244 -5.838
H -0.653 -2.637 -6.166
H -0.470 -1.801 -7.690
H -2.019 -2.327 -7.244
H 0.606 3.268 -9.774
H -0.800 3.780 -10.706
H -1.083 1.504 -11.872
H -0.070 0.743 -10.776
H 1.089 2.966 -12.430
H 0.797 1.523 -13.288
H 2.132 0.286 -11.341
H 2.767 1.898 -10.920
H 3.131 1.147 -12.501
H -2.221 3.301 -7.017
H -1.522 4.695 -7.991
H 0.722 3.756 -7.568
H 0.261 2.492 -6.541
H -0.458 5.178 -5.738
H 1.003 4.353 -5.082
H -1.278 2.647 -4.413
H -1.972 4.158 -4.450
H -0.728 3.963 -3.255
C -4.249 -8.772 3.347
C -4.552 -7.321 2.671
C -3.324 -6.439 2.707
C -3.465 -4.985 2.144
P -3.603 -4.757 0.294
C -5.454 -4.800 0.069
C -6.299 -3.672 0.712
C -7.228 -2.974 -0.344
C -8.237 -4.068 -0.932
C -3.012 -3.124 -0.129
C -2.434 -2.197 1.016
C -2.323 -0.799 0.401
C -1.845 0.254 1.385
C -2.720 -6.024 -0.564
C -3.341 -7.381 -0.700
C -2.720 -8.253 -1.773
C -2.993 -7.819 -3.209
H -3.652 -9.429 2.714
H -5.245 -9.183 3.513
H -3.644 -8.586 4.234
H -5.364 -6.901 3.265
H -5.014 -7.192 1.692
H -2.420 -6.929 2.345
H -2.977 -6.329 3.734
H -2.413 -4.759 2.322
H -4.286 -4.456 2.627
H -5.937 -5.686 0.483
H -5.595 -4.945 -1.002
H -5.610 -2.859 0.942
H -6.738 -3.936 1.674
H -6.624 -2.431 -1.071
H -7.888 -2.239 0.118
H -8.354 -4.840 -0.171
H -7.914 -4.538 -1.860
H -9.232 -3.705 -1.185
H -3.815 -2.687 -0.722
H -2.304 -3.313 -0.936
H -1.472 -2.507 1.424
H -3.187 -2.020 1.785
H -3.304 -0.525 0.012
H -1.619 -0.979 -0.411
H -1.928 1.322 1.184
H -0.761 0.178 1.466
H -2.171 0.152 2.420
H -1.691 -6.004 -0.206
H -2.568 -5.622 -1.566
H -4.420 -7.430 -0.847
H -3.171 -7.744 0.314
H -2.867 -9.322 -1.620
H -1.641 -8.097 -1.738
H -2.243 -8.150 -3.928
H -2.893 -6.736 -3.286
H -3.995 -8.155 -3.476
C -0.499 8.732 5.193
C -1.954 8.159 5.259
C -2.423 7.210 4.192
C -3.927 6.831 4.216
P -4.495 5.398 3.360
C -6.254 5.585 3.165
C -7.079 4.713 2.150
C -6.987 3.243 2.477
C -7.449 2.527 1.106
C -3.687 5.419 1.697
C -2.297 4.854 1.531
C -1.934 5.036 0.048
C -0.408 4.571 -0.089
C -4.039 3.894 4.117
C -4.698 3.563 5.529
C -3.662 3.656 6.562
C -4.077 3.683 8.040
H 0.110 8.522 6.072
H -0.561 9.820 5.178
H 0.088 8.351 4.358
H -2.656 8.979 5.408
H -2.031 7.586 6.183
H -1.879 6.330 4.533
H -2.102 7.519 3.197
H -4.365 7.735 3.793
H -4.360 6.674 5.204
H -6.270 6.570 2.698
H -6.760 5.666 4.127
H -6.856 4.882 1.097
H -8.118 4.999 2.318
H -7.606 2.890 3.301
H -5.967 2.914 2.679
H -7.319 1.445 1.136
H -6.711 2.818 0.359
H -8.419 2.724 0.648
H -3.695 6.430 1.291
H -4.332 4.642 1.285
H -2.170 3.877 1.997
H -1.649 5.374 2.236
H -2.096 6.044 -0.334
H -2.588 4.465 -0.610
H 0.032 4.941 -1.015
H -0.418 3.481 -0.079
H 0.145 4.940 0.774
H -2.965 4.080 4.147
H -3.977 2.966 3.548
H -4.970 2.509 5.586
H -5.504 4.219 5.857
H -2.967 4.493 6.496
H -3.039 2.773 6.420
H -4.701 4.530 8.329
H -3.372 3.615 8.869
H -4.805 2.898 8.246
O 2.209 -4.485 2.388
C 1.047 -4.736 1.781
O 0.141 -5.149 2.481
O 0.930 -4.375 0.618
H 1.746 -4.804 3.166
O 5.872 1.590 -1.332
C 6.283 2.396 -0.322
O 5.631 2.328 0.767
O 7.287 3.067 -0.477
H 5.056 1.604 -0.828
O 0.363 4.662 5.015
C 0.243 3.390 4.575
O 1.235 2.826 4.195
O -0.761 2.771 4.639
H 1.268 4.504 4.737
```

Results
**Charge**: +5
**E**: -5347.80727 Eh
**LUMO level (alpha / beta)**: -7.75 / -12.76 eV
**Strongest force on any atom**: 0.1467 hartree/bohr
**Frontier orbital gap (alpha / beta)**: 7.7 / 2.7 eV
**Spin multiplicity**: 2

---

(2)
C23H42AlN5O | ωB97M-V/def2-TZVPD

Geometry as XYZ:
```
72
Properties=species:S:1:pos:R:3
Al 4.694 6.049 -0.927
C 1.940 -0.450 3.224
C 1.058 0.025 2.111
C -0.313 0.282 2.614
O 1.426 1.061 1.289
H 1.922 0.298 4.017
H 3.009 -0.538 3.028
H 1.582 -1.427 3.547
H 0.952 -0.865 1.491
H -0.219 1.037 3.395
H -0.651 -0.676 3.011
H -0.991 0.634 1.838
C 8.405 -4.631 0.241
C 9.865 -5.228 0.088
C 10.906 -4.479 0.928
C 10.736 -4.663 2.435
N 10.677 -4.791 3.564
H 8.537 -3.556 0.366
H 8.022 -5.017 1.185
H 7.719 -4.918 -0.556
H 10.045 -5.174 -0.985
H 9.909 -6.301 0.272
H 10.848 -3.446 0.585
H 11.895 -4.861 0.676
C -8.881 -5.274 -1.267
C -8.126 -3.923 -1.225
C -6.620 -3.823 -1.534
C -6.424 -3.990 -3.017
N -6.377 -4.142 -4.148
H -8.457 -6.072 -0.659
H -8.814 -5.503 -2.331
H -9.935 -5.224 -0.991
H -8.354 -3.422 -0.285
H -8.652 -3.320 -1.966
H -6.075 -4.472 -0.848
H -6.271 -2.843 -1.210
C -0.586 4.295 9.590
C -0.799 4.955 8.196
C -1.020 6.436 8.183
C -1.678 7.125 9.335
N -2.089 7.723 10.240
H 0.202 4.675 10.240
H -0.443 3.236 9.375
H -1.572 4.242 10.051
H -1.635 4.350 7.847
H 0.104 4.775 7.612
H -1.573 6.608 7.260
H -0.138 7.064 8.066
C -4.343 6.403 -5.502
C -4.442 5.274 -4.398
C -4.383 5.750 -2.908
C -3.152 6.371 -2.402
N -2.155 6.877 -2.004
H -3.740 7.272 -5.238
H -5.328 6.845 -5.649
H -3.962 5.982 -6.432
H -3.676 4.507 -4.516
H -5.341 4.672 -4.526
H -4.395 4.795 -2.382
H -5.189 6.426 -2.623
C 2.472 -4.105 -6.541
C 1.673 -3.175 -5.692
C 1.608 -1.661 -5.894
C 1.293 -1.191 -7.264
N 1.123 -0.903 -8.405
H 2.230 -3.908 -7.585
H 2.217 -5.140 -6.315
H 3.547 -3.954 -6.443
H 2.162 -3.192 -4.718
H 0.631 -3.481 -5.600
H 2.537 -1.179 -5.589
H 0.848 -1.125 -5.327
```

Results
**Charge**: +2
**E**: -1492.03231 Eh
**LUMO level**: -12.73 eV
**Strongest force on any atom**: 0.1232 hartree/bohr
**Frontier orbital gap**: 1.4 eV

---

(3)
C8H5BrNO2PbSe2Te2 | ωB97M-V/def2-TZVPD

Geometry as XYZ:
```
22
Properties=species:S:1:pos:R:3
Pb -2.100 1.198 -1.317
Se -3.696 -0.712 -3.435
Te -5.514 -1.154 -1.934
Te -4.504 -0.241 0.661
Se -4.575 2.165 0.123
N -1.550 3.259 1.520
C -1.618 2.703 0.504
H -1.391 3.678 2.452
Br 0.840 -3.250 1.533
C 1.686 -1.761 0.717
C 3.045 -1.905 0.383
C 3.717 -0.869 -0.255
C 2.990 0.277 -0.617
C 1.623 0.402 -0.349
C 0.933 -0.637 0.311
C -0.546 -0.595 0.445
O -1.103 -0.387 1.533
O -1.132 -0.705 -0.721
H 3.576 -2.826 0.686
H 4.764 -0.977 -0.456
H 3.513 1.079 -1.121
H 1.043 1.258 -0.664
```

Results
**Charge**: -1
**E**: -8618.93192 Eh
**LUMO level**: 2.15 eV
**Strongest force on any atom**: 0.0566 hartree/bohr
**Frontier orbital gap**: 5.3 eV

---

(4)
C21H14MoN3O6S | ωB97M-V/def2-TZVPD

Geometry as XYZ:
```
46
Properties=species:S:1:pos:R:3
Mo 1.406 -0.696 0.641
O -4.057 -0.441 1.788
C -3.758 0.641 1.056
C -4.819 1.471 0.692
C -4.587 2.601 -0.059
C -3.295 2.943 -0.475
C -2.245 2.131 -0.129
C -2.453 0.968 0.639
C -1.326 0.127 0.964
O -0.138 0.449 0.434
N -1.408 -0.931 1.707
N -0.169 -1.567 1.784
C -0.156 -2.631 2.525
C 0.997 -3.458 2.760
C 0.904 -4.564 3.611
C 2.015 -5.353 3.843
C 3.228 -5.054 3.229
C 3.351 -3.966 2.376
C 2.230 -3.190 2.162
O 2.317 -2.110 1.327
H -3.243 -0.930 2.002
H -5.814 1.203 1.017
H -5.421 3.236 -0.327
H -3.126 3.837 -1.058
H -1.240 2.377 -0.441
H -1.092 -2.905 3.002
H -0.042 -4.792 4.085
H 1.941 -6.205 4.503
H 4.092 -5.677 3.417
H 4.284 -3.721 1.890
O 4.381 3.060 -3.585
S 3.368 3.304 -2.617
O 3.237 4.560 -1.958
N 3.476 2.103 -1.426
C 2.439 1.381 -1.482
O 2.294 0.369 -0.595
C 1.388 1.667 -2.483
C 0.182 1.042 -2.750
C -0.603 1.554 -3.776
C -0.189 2.660 -4.510
C 1.025 3.288 -4.245
C 1.790 2.767 -3.225
H -0.150 0.182 -2.186
H -1.549 1.086 -4.009
H -0.819 3.039 -5.303
H 1.353 4.146 -4.816
```

Results
**Charge**: +1
**E**: -1890.50419 Eh
**LUMO level (alpha / beta)**: -5.97 / -5.86 eV
**Strongest force on any atom**: 0.0094 hartree/bohr
**Frontier orbital gap (alpha / beta)**: 5.6 / 5.7 eV
**Spin multiplicity**: 3

---

(5)
C5H8NO4 | ωB97M-V/def2-TZVPD

Geometry as XYZ:
```
18
Properties=species:S:1:pos:R:3
C 0.815 -2.328 0.194
C -0.326 -1.352 0.629
C -0.092 -0.025 -0.020
C 0.903 0.910 0.592
N -0.651 0.349 -1.135
O -1.335 -0.505 -1.791
O -0.629 1.618 -1.544
C -1.129 2.783 -0.473
O -2.033 2.317 0.197
O -0.594 3.794 -0.763
H 0.549 -2.578 -0.891
H 1.838 -1.924 0.143
H 0.776 -3.372 0.709
H -0.369 -1.241 1.634
H -1.245 -1.937 0.411
H 1.139 1.562 -0.220
H 0.645 1.541 1.443
H 1.737 0.388 0.886
```

Results
**Charge**: -1
**E**: -550.99141 Eh
**LUMO level**: 3.62 eV
**SMILES**: CC/C(C)=[N+](\[O-])OC(=O)[O-]
**Strongest force on any atom**: 0.0729 hartree/bohr
**Frontier orbital gap**: 7.7 eV

---

Q: Look up the strongest force on any atom of the fourth one.
A: 0.0094 hartree/bohr

---

Q: Look up the E of the fifth one.
A: -550.99141 Eh

---

Copy entry 2 word for word.
C23H42AlN5O | ωB97M-V/def2-TZVPD

Geometry as XYZ:
```
72
Properties=species:S:1:pos:R:3
Al 4.694 6.049 -0.927
C 1.940 -0.450 3.224
C 1.058 0.025 2.111
C -0.313 0.282 2.614
O 1.426 1.061 1.289
H 1.922 0.298 4.017
H 3.009 -0.538 3.028
H 1.582 -1.427 3.547
H 0.952 -0.865 1.491
H -0.219 1.037 3.395
H -0.651 -0.676 3.011
H -0.991 0.634 1.838
C 8.405 -4.631 0.241
C 9.865 -5.228 0.088
C 10.906 -4.479 0.928
C 10.736 -4.663 2.435
N 10.677 -4.791 3.564
H 8.537 -3.556 0.366
H 8.022 -5.017 1.185
H 7.719 -4.918 -0.556
H 10.045 -5.174 -0.985
H 9.909 -6.301 0.272
H 10.848 -3.446 0.585
H 11.895 -4.861 0.676
C -8.881 -5.274 -1.267
C -8.126 -3.923 -1.225
C -6.620 -3.823 -1.534
C -6.424 -3.990 -3.017
N -6.377 -4.142 -4.148
H -8.457 -6.072 -0.659
H -8.814 -5.503 -2.331
H -9.935 -5.224 -0.991
H -8.354 -3.422 -0.285
H -8.652 -3.320 -1.966
H -6.075 -4.472 -0.848
H -6.271 -2.843 -1.210
C -0.586 4.295 9.590
C -0.799 4.955 8.196
C -1.020 6.436 8.183
C -1.678 7.125 9.335
N -2.089 7.723 10.240
H 0.202 4.675 10.240
H -0.443 3.236 9.375
H -1.572 4.242 10.051
H -1.635 4.350 7.847
H 0.104 4.775 7.612
H -1.573 6.608 7.260
H -0.138 7.064 8.066
C -4.343 6.403 -5.502
C -4.442 5.274 -4.398
C -4.383 5.750 -2.908
C -3.152 6.371 -2.402
N -2.155 6.877 -2.004
H -3.740 7.272 -5.238
H -5.328 6.845 -5.649
H -3.962 5.982 -6.432
H -3.676 4.507 -4.516
H -5.341 4.672 -4.526
H -4.395 4.795 -2.382
H -5.189 6.426 -2.623
C 2.472 -4.105 -6.541
C 1.673 -3.175 -5.692
C 1.608 -1.661 -5.894
C 1.293 -1.191 -7.264
N 1.123 -0.903 -8.405
H 2.230 -3.908 -7.585
H 2.217 -5.140 -6.315
H 3.547 -3.954 -6.443
H 2.162 -3.192 -4.718
H 0.631 -3.481 -5.600
H 2.537 -1.179 -5.589
H 0.848 -1.125 -5.327
```

Results
**Charge**: +2
**E**: -1492.03231 Eh
**LUMO level**: -12.73 eV
**Strongest force on any atom**: 0.1232 hartree/bohr
**Frontier orbital gap**: 1.4 eV